# 1
Here is a molecular structure, C15H34AsN9O3PS4W from the Open Molecules 2025 dataset. Energies are from the ωB97M-V functional and the def2-TZVPD basis.

Last column: Löwdin charge in e.
Geometry (Å):
W -0.2503 0.0808 1.2475  1.11
N 1.1753 2.9464 2.8339  0.22
C 1.6356 1.7138 3.1530  -0.46
N 2.7707 1.4637 3.7674  0.13
N 2.8387 0.1225 3.8346  0.03
N 1.8256 -0.4258 3.2993  -0.15
N 0.9719 0.5617 2.8568  -0.25
C 0.0775 3.1141 2.0499  -0.41
N -0.4548 4.2495 1.6879  0.13
N -1.5088 3.9054 0.9164  0.03
N -1.6196 2.6468 0.7903  -0.06
N -0.5954 2.0642 1.5177  -0.18
H 1.6865 3.7613 3.1565  0.19
C 1.9143 -3.3876 4.4121  -0.19
As 1.4161 -3.2355 2.5734  0.93
C 0.7311 -4.9308 2.0117  -0.22
C 2.8525 -2.7343 1.4122  -0.21
S -0.4279 -1.9769 2.3189  0.36
H 2.6575 -4.1877 4.4396  0.07
H 1.0462 -3.6761 5.0018  0.07
H 2.3381 -2.4515 4.7624  0.03
H 1.5537 -5.6431 2.0992  0.07
H 0.3930 -4.8789 0.9793  0.05
H -0.0835 -5.2320 2.6677  0.06
H 3.5488 -3.5761 1.4164  0.07
H 3.3425 -1.8510 1.8085  0.03
H 2.4890 -2.5782 0.3986  0.03
C 1.5647 -1.3794 -4.4693  -0.03
C 2.7763 -1.1570 -3.6091  -0.31
C 3.6978 -0.0502 -4.0328  -0.02
O 2.3024 -0.8596 -2.1496  -0.27
P 1.3089 0.1459 -1.5927  0.03
S 1.8744 0.6922 0.2991  0.53
S -0.4682 -0.7183 -0.9963  0.43
O 1.0646 1.2884 -2.5816  -0.26
C 0.4158 2.6438 -2.3006  -0.39
C 1.5250 3.6556 -2.2320  -0.02
C -0.5872 2.8549 -3.4012  -0.02
H 1.9058 -1.7174 -5.4490  0.11
H 1.0041 -0.4560 -4.6201  0.09
H 0.9166 -2.1567 -4.0647  0.09
H 3.3159 -2.0809 -3.4218  0.15
H 3.1605 0.8826 -4.1992  0.09
H 4.1558 -0.3467 -4.9782  0.11
H 4.5005 0.1019 -3.3132  0.10
H -0.0825 2.5318 -1.3342  0.09
H 2.0563 3.7076 -3.1821  0.11
H 2.2359 3.4280 -1.4371  0.08
H 1.0930 4.6365 -2.0291  0.11
H -0.0924 2.9178 -4.3699  0.11
H -1.1072 3.7971 -3.2237  0.11
H -1.3235 2.0509 -3.4332  0.08
C -5.0411 1.3954 -1.1867  -0.09
C -3.7118 0.7247 -0.8373  -0.39
S -3.6371 0.5781 0.9495  1.15
O -2.1385 0.0755 1.2705  -0.78
C -4.5363 -0.9451 1.2529  -0.35
C -4.5540 -1.2918 2.7321  -0.10
H -5.0826 1.5091 -2.2692  0.10
H -5.1154 2.3864 -0.7406  0.10
H -5.9041 0.7995 -0.8929  0.09
H -2.8674 1.3632 -1.0963  0.06
H -3.5984 -0.2698 -1.2694  0.10
H -4.0989 -1.7142 0.6143  0.11
H -5.5367 -0.7064 0.8769  0.11
H -3.5549 -1.5037 3.1114  0.06
H -5.1619 -2.1850 2.8683  0.10
H -4.9987 -0.4936 3.3253  0.10

## Properties
Relative energy (zero: lowest compared OMol25 entry of this formula, charge and spin), eV: 0.3449
Net charge: +3
Gap between HOMO and LUMO, eV: 5.724
Electronic energy, Eh: -5546.5354

# 2
Here is 12 unconnected molecules or ions with the total composition H24O12 from the Open Molecules 2025 dataset. Energies are from the ωB97M-V functional and the def2-TZVPD basis.

Last column: Löwdin charge in e.
Geometry (Å):
O 3.7550 -2.8021 -3.4981  -0.05
H 4.5253 -2.3917 -3.1052  0.03
H 3.0701 -2.1364 -3.4355  0.02
O -0.0007 0.0436 -1.1570  -0.06
H 0.6840 0.5973 -0.7816  0.03
H 0.0653 -0.7803 -0.6743  0.03
O -4.1453 3.0048 1.0540  -0.05
H -3.5445 2.7156 0.3672  0.03
H -3.6056 3.5408 1.6350  0.03
O -1.2495 -4.2549 -4.0224  -0.05
H -0.4719 -4.3108 -4.5777  0.03
H -1.8495 -3.6871 -4.5059  0.03
O -2.6043 -6.3841 -0.4015  -0.06
H -2.9098 -7.2460 -0.6841  0.03
H -2.2462 -5.9846 -1.1942  0.02
O -1.5487 0.8923 4.4207  -0.05
H -1.9405 0.1427 3.9725  0.03
H -2.0642 0.9894 5.2213  0.03
O 2.5738 -0.0113 3.0944  -0.05
H 2.9462 -0.5765 3.7712  0.03
H 1.7565 0.3113 3.4741  0.02
O 6.1996 2.1673 2.0927  -0.05
H 6.5974 2.2927 2.9543  0.03
H 5.3085 1.8726 2.2804  0.02
O -2.9799 0.8854 -4.7020  -0.05
H -2.2387 1.1010 -5.2680  0.03
H -2.5947 0.7787 -3.8323  0.02
O 2.3187 4.5734 -1.9196  -0.06
H 1.6097 4.9383 -2.4492  0.03
H 3.0623 4.5177 -2.5198  0.03
O 0.4660 4.9402 2.9328  -0.05
H 0.4366 3.9880 3.0264  0.02
H 0.9073 5.0855 2.0958  0.03
O -3.2618 -2.6649 2.3357  -0.06
H -4.0571 -2.5831 1.8094  0.03
H -2.9695 -3.5648 2.1906  0.03

## Properties
Relative energy (zero: lowest compared OMol25 entry of this formula, charge and spin), eV: 2.7713
Net charge: 0
Gap between HOMO and LUMO, eV: 11.386
Structure (SMILES): O.O.O.O.O.O.O.O.O.O.O.O
Electronic energy, Eh: -917.2235

# 3
Here is C3H3F2IO in the gas phase at a distorted geometry from the Open Molecules 2025 dataset. Energies are from the ωB97M-V functional and the def2-TZVPD basis.

Last column: Löwdin charge in e.
Geometry (Å):
O -1.8868 -0.5185 1.0980  0.03
C -1.5337 -0.1551 -0.0278  -0.21
C -0.1638 0.5639 -0.4548  -0.06
C 1.0872 -0.2669 0.3051  -0.93
F 0.8036 -0.4127 1.6379  0.00
F 1.0431 -1.5149 -0.2124  -0.01
I 3.0718 0.5302 0.0382  0.86
H -2.2075 -0.4200 -0.8721  0.11
H -0.0777 0.6235 -1.5317  0.09
H -0.1362 1.5706 0.0196  0.11

## Properties
Relative energy (zero: lowest compared OMol25 entry of this formula, charge and spin), eV: 0.0000
Net charge: 0
Gap between HOMO and LUMO, eV: 9.932
Structure (SMILES): O=CCC(F)(F)I
Electronic energy, Eh: -688.7380

# 4
Here is C18H18N4O5S in the gas phase at a distorted geometry from the Open Molecules 2025 dataset. Energies are from the ωB97M-V functional and the def2-TZVPD basis.

Last column: Löwdin charge in e.
Geometry (Å):
C -1.5045 3.4607 3.4769  -0.08
O -0.2569 3.2908 2.8520  -0.06
C 0.0138 2.1017 2.2532  -0.19
C -0.8458 1.0162 2.2384  0.04
C -0.4560 -0.1618 1.6105  -0.21
N -1.3714 -1.2281 1.6160  0.12
C -1.2333 -2.4655 1.0954  -0.55
O -0.2220 -2.9439 0.6317  0.07
C -2.5278 -3.2847 1.1348  -0.33
S -4.0128 -2.3329 0.6443  1.01
C -3.3912 -1.5773 -0.7805  -0.67
N -3.9488 -0.6472 -1.4944  0.05
N -3.0718 -0.3330 -2.4598  0.11
C -2.0189 -1.0749 -2.2969  -0.27
C -0.7893 -1.0719 -3.0531  -0.13
C 0.2838 -1.8734 -2.6621  0.00
C 1.4404 -1.8169 -3.4230  -0.15
N 1.5782 -1.0453 -4.4877  0.06
C 0.5575 -0.2858 -4.8503  -0.14
C -0.6513 -0.2559 -4.1756  0.01
O -2.1680 -1.9098 -1.2340  0.06
C 0.7719 -0.2464 0.9788  0.05
C 1.6357 0.8455 0.9651  -0.18
O 2.8408 0.8164 0.3182  -0.10
C 3.2264 -0.3640 -0.3450  -0.06
C 1.2736 2.0297 1.6221  -0.13
O 2.0003 3.1803 1.7004  -0.05
C 3.4013 3.1533 1.5445  -0.07
H -1.5006 4.4784 3.8634  0.10
H -1.6396 2.7607 4.3087  0.10
H -2.3312 3.3485 2.7676  0.10
H -1.8121 1.0689 2.7139  0.11
H -2.2754 -0.9966 2.0105  0.12
H -2.7323 -3.6301 2.1488  0.09
H -2.4186 -4.1475 0.4773  0.09
H 0.2150 -2.5089 -1.7920  0.10
H 2.3018 -2.4213 -3.1693  0.11
H 0.7218 0.3277 -5.7260  0.11
H -1.4702 0.3702 -4.4886  0.11
H 1.0449 -1.1659 0.4950  0.09
H 2.5380 -0.6114 -1.1591  0.08
H 3.2988 -1.2107 0.3441  0.10
H 4.2104 -0.1512 -0.7604  0.10
H 3.8599 2.3744 2.1585  0.10
H 3.7423 4.1309 1.8854  0.09
H 3.6933 3.0078 0.5025  0.09

## Properties
Relative energy (zero: lowest compared OMol25 entry of this formula, charge and spin), eV: 0.0000
Net charge: 0
Gap between HOMO and LUMO, eV: 7.692
Structure (SMILES): COc1cc(NC(=O)CSc2nnc(-c3ccncc3)o2)cc(OC)c1OC
Electronic energy, Eh: -1690.0817